Arrangement 1

9
Properties=species:S:1:pos:R:3 method="wB97M-V/def2-TZVPD" multiplicity=3 orbital_gap_ev="7.80 / 7.73" s2=2.0057 homo_energy_ev="-7.07 / -10.94" lumo_ev="0.73 / -3.21"
C -0.97 -0.29 -0.60
C -0.01 0.73 -0.09
F 1.13 0.88 -0.78
S -0.29 1.73 1.14
Cl 2.32 -1.24 1.29
H -1.72 -0.66 0.23
H -1.55 0.18 -1.44
H -0.34 -1.11 -0.93
H 1.42 -0.23 1.18

Arrangement 2

9
Properties=species:S:1:pos:R:3 method="wB97M-V/def2-TZVPD" multiplicity=3 orbital_gap_ev="6.72 / 7.78" s2=2.0074 homo_energy_ev="-6.25 / -10.70" lumo_ev="0.47 / -2.92"
C -0.08 0.28 -0.44
C 1.22 -0.02 -0.37
F 0.92 0.48 2.27
S 1.78 -1.66 -0.76
Cl 2.72 0.85 -0.04
H -0.40 1.28 -0.54
H -0.77 -0.41 -0.93
H 1.12 0.52 1.36
H 0.58 -2.23 -0.81

The structure with the most favorable energy is arrangement 1; the runner-up is 167.4 kJ/mol above it.

Arrangement 1

11
Properties=species:S:1:pos:R:3 method="wB97M-V/def2-TZVPD" orbital_gap_ev=10.28 smiles="O=C1CC1.OF" homo_energy_ev=-9.68 lumo_ev=0.60
O -0.22 -1.65 1.44
C -0.22 -1.15 0.36
C -0.63 -1.25 -1.05
C 0.00 0.03 -0.43
H -0.01 -1.92 -1.65
H -1.66 -1.21 -1.27
H 0.88 0.28 -0.84
H -0.74 0.83 -0.32
O 0.77 2.39 1.63
F 1.71 1.98 0.72
H 0.12 1.68 1.42

Arrangement 2

11
Properties=species:S:1:pos:R:3 method="wB97M-V/def2-TZVPD" orbital_gap_ev="11.06 / 7.04" homo_energy_ev="-10.86 / -8.54" lumo_ev="0.20 / -1.50"
C 0.02 -0.37 -1.73
C 1.07 -0.92 -0.90
C -0.64 0.82 1.86
O 1.48 -0.25 -2.01
O -0.21 -0.43 1.98
F 1.43 -2.13 -0.59
H -0.44 -0.93 -2.42
H -0.39 0.62 -1.41
H -0.49 1.27 0.76
H -0.18 1.49 2.49
H -1.64 0.83 2.00

Arrangement 3

11
Properties=species:S:1:pos:R:3 method="wB97M-V/def2-TZVPD" orbital_gap_ev=10.91 smiles="O=C[C@H](F)CO" homo_energy_ev=-10.33 lumo_ev=0.58
O -2.25 -0.07 -0.78
C -1.42 -0.39 0.05
C -0.28 0.47 0.49
F -0.15 1.49 -0.49
C 1.00 -0.25 0.24
O 1.17 -0.41 -1.13
H -1.51 -1.40 0.52
H -0.30 0.91 1.47
H 1.79 0.49 0.57
H 1.10 -1.26 0.64
H 0.84 0.42 -1.59

Arrangement 4

11
Properties=species:S:1:pos:R:3 method="wB97M-V/def2-TZVPD" orbital_gap_ev="8.25 / 7.56" homo_energy_ev="-7.50 / -7.07" lumo_ev="0.74 / 0.49"
C 0.52 0.58 0.19
C -1.74 0.07 0.30
C 1.80 0.03 -0.42
O -0.54 -0.12 -0.09
O -2.64 -0.78 -0.26
F 2.28 -1.13 0.13
H 0.42 1.31 1.08
H -1.89 0.91 1.13
H 2.53 0.79 -0.24
H 1.57 0.03 -1.48
H -2.31 -1.68 -0.33

The structure with the most favorable energy is arrangement 3; the runner-up is 294.8 kJ/mol above it.

Arrangement 1

88
Properties=species:S:1:pos:R:3 method="wB97M-V/def2-TZVPD" charge=+1 orbital_gap_ev=7.72 homo_energy_ev=-10.08 lumo_ev=-2.36
Ba 0.34 -0.22 0.17
Cl 1.00 1.79 7.65
C 0.56 1.36 6.03
C -0.79 1.19 5.71
C -1.17 0.86 4.44
Cl -2.85 0.64 4.09
C -0.24 0.68 3.38
O -0.60 0.42 2.18
C 1.14 0.82 3.75
C 2.22 0.55 2.83
O 2.11 0.07 1.71
C 1.51 1.18 5.06
H -1.54 1.31 6.48
H 3.23 0.77 3.22
H 2.56 1.29 5.30
C -3.83 1.00 0.54
As -2.71 -0.41 -0.22
C -3.90 -0.85 -1.72
C -3.09 -1.78 1.17
C -3.09 -3.29 0.86
C -2.93 -4.03 2.19
C -1.96 -3.71 -0.10
As -0.09 -3.25 0.33
C 0.43 -4.71 1.53
C 0.64 -4.07 -1.30
C -4.44 -3.67 0.24
As -4.63 -5.55 -0.37
C -4.48 -5.21 -2.30
C -6.59 -5.57 -0.30
H -4.81 0.61 0.77
H -3.94 1.82 -0.17
H -3.36 1.38 1.45
H -4.94 -0.93 -1.40
H -3.60 -1.77 -2.21
H -3.82 -0.04 -2.44
H -4.05 -1.51 1.62
H -2.33 -1.56 1.94
H -1.98 -3.79 2.66
H -2.98 -5.11 2.05
H -3.72 -3.74 2.88
H -2.14 -3.28 -1.09
H -1.97 -4.80 -0.23
H -0.12 -5.62 1.30
H 0.27 -4.44 2.57
H 1.50 -4.90 1.39
H 0.33 -5.11 -1.36
H 1.73 -4.02 -1.28
H 0.29 -3.53 -2.18
H -4.67 -3.03 -0.62
H -5.23 -3.50 0.98
H -3.45 -4.98 -2.56
H -5.12 -4.38 -2.61
H -4.77 -6.11 -2.85
H -6.92 -5.63 0.74
H -6.96 -6.46 -0.82
H -7.01 -4.68 -0.77
O 5.26 1.16 -3.11
C 4.34 0.40 -2.51
C 4.59 -0.36 -1.37
C 3.56 -1.10 -0.83
N 2.33 -1.12 -1.34
C 2.12 -0.39 -2.43
Br 0.33 -0.46 -3.12
C 3.06 0.38 -3.06
H 6.12 1.08 -2.66
H 5.58 -0.39 -0.91
H 3.72 -1.72 0.04
H 2.84 0.95 -3.95
C -1.71 3.74 -6.13
C -1.29 3.52 -4.71
C 0.04 3.65 -4.32
C 0.44 3.42 -3.02
C -0.52 3.06 -2.08
C -1.85 2.92 -2.43
C -2.23 3.15 -3.74
S -0.02 2.62 -0.44
C 0.66 4.17 0.13
O 1.21 1.75 -0.63
H -0.88 4.07 -6.75
H -2.50 4.49 -6.19
H -2.11 2.82 -6.56
H 0.78 3.94 -5.06
H 1.48 3.49 -2.74
H -2.58 2.62 -1.69
H -3.27 3.04 -4.02
H 1.46 4.48 -0.55
H 1.05 4.01 1.13
H -0.13 4.91 0.16

Arrangement 2

88
Properties=species:S:1:pos:R:3 method="wB97M-V/def2-TZVPD" charge=+1 orbital_gap_ev=7.81 homo_energy_ev=-9.82 lumo_ev=-2.00
Ba -0.78 0.91 -0.97
Cl -2.33 8.21 2.00
C -1.94 6.56 1.62
C -1.50 5.71 2.65
C -1.19 4.41 2.38
Cl -0.64 3.38 3.67
C -1.30 3.84 1.07
O -1.04 2.61 0.87
C -1.71 4.74 0.05
C -1.79 4.38 -1.34
O -1.47 3.32 -1.88
C -2.04 6.09 0.35
H -1.40 6.09 3.66
H -2.18 5.19 -1.99
H -2.37 6.74 -0.45
C -0.55 -0.39 3.27
As 0.61 -0.74 1.75
C 1.37 -2.44 2.35
C 1.95 0.66 2.15
C 3.39 0.53 1.63
C 4.01 1.93 1.64
C 3.48 -0.09 0.23
As 2.71 0.89 -1.30
C 4.17 2.09 -1.76
C 3.07 -0.50 -2.62
C 4.19 -0.37 2.60
As 6.08 -0.71 2.12
C 5.82 -2.48 1.30
C 6.62 -1.37 3.89
H 0.01 -0.44 4.20
H -1.35 -1.13 3.30
H -0.99 0.61 3.16
H 1.76 -2.36 3.36
H 2.16 -2.77 1.68
H 0.57 -3.17 2.33
H 1.97 0.80 3.23
H 1.47 1.56 1.74
H 3.42 2.62 1.03
H 5.03 1.92 1.26
H 4.02 2.33 2.65
H 3.00 -1.07 0.21
H 4.53 -0.25 -0.04
H 5.13 1.58 -1.63
H 4.15 2.99 -1.15
H 4.06 2.37 -2.81
H 4.12 -0.82 -2.56
H 2.87 -0.12 -3.62
H 2.42 -1.36 -2.44
H 3.70 -1.34 2.72
H 4.20 0.11 3.59
H 5.34 -2.37 0.33
H 5.20 -3.11 1.94
H 6.79 -2.95 1.15
H 6.69 -0.53 4.58
H 7.59 -1.85 3.81
H 5.89 -2.09 4.27
O -3.55 -0.93 -6.58
C -2.60 -0.56 -5.70
C -1.98 0.69 -5.73
C -1.03 0.96 -4.77
N -0.67 0.10 -3.81
C -1.28 -1.08 -3.82
Br -0.78 -2.28 -2.43
C -2.25 -1.48 -4.72
H -3.72 -0.23 -7.22
H -2.23 1.43 -6.47
H -0.54 1.93 -4.75
H -2.71 -2.45 -4.67
C -4.92 -6.04 -0.38
C -4.66 -4.57 -0.30
C -4.87 -3.74 -1.40
C -4.62 -2.38 -1.34
C -4.16 -1.84 -0.14
C -3.93 -2.64 0.97
C -4.19 -4.00 0.88
S -3.79 -0.11 -0.03
C -5.44 0.55 0.14
O -3.33 0.31 -1.42
H -5.34 -6.32 -1.35
H -5.63 -6.35 0.39
H -4.00 -6.61 -0.23
H -5.23 -4.17 -2.33
H -4.76 -1.74 -2.20
H -3.55 -2.21 1.88
H -4.02 -4.63 1.75
H -6.03 0.25 -0.72
H -5.34 1.64 0.18
H -5.87 0.18 1.07

The structure with the most favorable energy is arrangement 2; the runner-up is 165.9 kJ/mol above it.

Arrangement 1

19
Properties=species:S:1:pos:R:3 method="wB97M-V/def2-TZVPD" charge=-1 orbital_gap_ev=7.07 homo_energy_ev=-3.39 lumo_ev=3.68
C 0.03 0.66 0.00
C 0.09 -0.71 0.50
C -2.29 0.16 -0.92
C -1.00 1.10 -0.64
C -1.11 2.50 -1.12
C 1.23 -2.76 0.63
N 1.83 -1.08 -0.89
N 1.01 -1.51 0.02
O -3.36 0.70 -1.19
O -2.08 -1.04 -0.80
H 0.98 1.23 0.18
H -0.74 -1.09 1.25
H -2.12 2.79 -1.15
H -0.84 2.30 -2.13
H -0.36 3.22 -0.82
H 2.41 -3.07 0.50
H 1.05 -2.88 1.73
H 0.82 -3.63 0.22
H 1.51 -0.17 -1.35

Arrangement 2

19
Properties=species:S:1:pos:R:3 method="wB97M-V/def2-TZVPD" charge=-1 orbital_gap_ev=6.68 homo_energy_ev=-3.72 lumo_ev=2.96
C 1.64 0.48 -0.13
C 1.47 -0.83 0.61
C 1.94 -2.82 1.44
C 0.75 -0.92 1.87
N 2.16 -2.00 0.41
N 1.01 -2.23 2.33
H 2.50 -3.74 1.55
H 2.75 0.55 -0.38
H 1.50 1.42 0.46
H 0.84 -2.59 3.24
H 0.15 -0.17 2.29
H 1.00 0.40 -1.03
C -0.83 1.82 -1.95
C -2.34 1.87 -1.44
O -2.87 0.79 -1.21
O -2.78 3.03 -1.45
H -0.04 2.18 -1.36
H -0.86 2.59 -2.71
H -0.64 0.84 -2.40

The structure with the most favorable energy is arrangement 2; the runner-up is 260.3 kJ/mol above it.

Arrangement 1

11
Properties=species:S:1:pos:R:3 method="wB97M-V/def2-TZVPD" orbital_gap_ev="7.82 / 6.32" homo_energy_ev="-9.37 / -8.67" lumo_ev="-1.55 / -2.34"
C 1.25 2.88 0.38
C 0.52 1.99 -0.01
C 0.49 -1.92 0.19
C -0.27 -1.13 -0.58
C -1.23 -0.22 -0.14
F -1.60 -0.18 1.11
F -2.15 0.32 -0.97
H 1.69 3.80 0.67
H 1.13 -2.55 -0.24
H 0.34 -1.81 1.21
H -0.17 -1.18 -1.64

Arrangement 2

11
Properties=species:S:1:pos:R:3 method="wB97M-V/def2-TZVPD" orbital_gap_ev="7.39 / 7.54" homo_energy_ev="-9.25 / -9.31" lumo_ev="-1.87 / -1.77"
C 1.34 1.75 2.13
C 0.75 0.73 2.11
C -0.26 -1.00 -1.19
C -0.73 -0.69 -0.01
C -0.39 -1.33 1.16
F 0.35 -2.40 1.26
F -1.21 -1.38 2.28
H 1.94 2.71 2.20
H -0.52 -0.26 -1.89
H 0.29 -1.92 -1.38
H -1.61 0.07 0.11

The structure with the most favorable energy is arrangement 2; the runner-up is 6.8 kJ/mol above it.

Arrangement 1

20
Properties=species:S:1:pos:R:3 method="wB97M-V/def2-TZVPD" charge=+1 orbital_gap_ev=8.35 homo_energy_ev=-14.52 lumo_ev=-6.17
C -2.80 0.53 0.81
C 2.01 -0.97 -0.20
C 1.21 1.36 0.03
C 0.87 -0.01 -0.35
N -3.93 0.34 0.22
N -1.71 0.82 0.00
N -0.24 -0.42 0.39
O -1.97 0.76 -1.31
H -2.74 0.31 1.82
H 2.25 -1.01 0.90
H 1.70 -2.04 -0.39
H 2.81 -0.61 -0.74
H 0.31 1.93 -0.25
H 2.13 1.76 -0.42
H 1.14 1.44 1.15
H 0.56 0.14 -1.45
H -4.83 0.14 0.66
H -0.62 -1.31 0.34
H -0.17 -0.08 1.32
H -2.81 0.40 -1.50

Arrangement 2

20
Properties=species:S:1:pos:R:3 method="wB97M-V/def2-TZVPD" charge=+1 orbital_gap_ev=10.23 homo_energy_ev=-13.49 lumo_ev=-3.27
C -0.57 1.04 -1.77
N 0.06 0.11 -2.51
C -0.35 -1.28 -2.55
O -1.46 0.80 -0.97
H -0.24 2.06 -1.99
H 0.80 0.42 -3.12
H 0.11 -1.89 -1.76
H -0.07 -1.71 -3.51
H -1.42 -1.34 -2.44
C -0.43 1.54 2.51
N 1.19 -1.45 1.12
C 0.59 -0.28 1.27
N 0.21 0.23 2.40
H -1.26 1.45 3.20
H -0.81 1.83 1.53
H 0.28 2.27 2.88
H 1.25 -2.12 1.87
H 1.22 -1.81 0.18
H 0.40 0.34 0.40
H 0.49 -0.21 3.27

The structure with the most favorable energy is arrangement 2; the runner-up is 552.0 kJ/mol above it.